Here is a 2-piece molecular cluster, BrH2NOS overall from the Open Molecules 2025 dataset. Energies are from the ωB97M-V functional and the def2-TZVPD basis.

Calculated values
- Strongest force on any atom: 5.33 eV/Å
- Energy: -3103.21021 Ha
- ΔE to the lowest compared entry with this formula, charge and spin: 423.86 kJ/mol
- Charge: 0

Geometry as XYZ:
```
6
BrH2NOS, DFT the ωB97M-V functional and the def2-TZVPD basis
N 0.32 -1.09 -0.81
O 0.46 -0.44 1.60
S 0.13 -0.08 0.31
Br -2.06 0.53 0.31
H 0.24 -1.02 -1.88
H 0.90 2.10 0.47
```

Here is one molecule with the formula BrH2NOS2 from the Open Molecules 2025 dataset. Energies are from the ωB97M-V functional and the def2-TZVPD basis.

Calculated values
- Strongest force on any atom: 4.32 eV/Å
- Energy: -3501.47004 Ha
- ΔE to the lowest compared entry with this formula, charge and spin: 104.36 kJ/mol
- Charge: 0

Geometry as XYZ:
```
7
BrH2NOS2, DFT the ωB97M-V functional and the def2-TZVPD basis
N -0.32 0.06 0.86
O 0.54 2.34 0.02
S 2.47 0.10 0.21
S 0.74 0.95 -0.12
Br -2.02 0.54 0.17
H -0.27 -1.10 0.66
H 0.24 0.73 -1.29
```

Here is one molecule with the formula BrH2O2PS from the Open Molecules 2025 dataset. Energies are from the ωB97M-V functional and the def2-TZVPD basis.

Calculated values
- SMILES string: OP(O)(=S)Br
- Strongest force on any atom: 4.51 eV/Å
- Energy: -3465.26966 Ha
- ΔE to the lowest compared entry with this formula, charge and spin: 148.82 kJ/mol
- Charge: 0

Geometry as XYZ:
```
7
BrH2O2PS, DFT the ωB97M-V functional and the def2-TZVPD basis
O 0.52 -0.86 -1.16
P -0.16 0.11 -0.09
O 0.96 0.37 1.07
S -1.19 2.16 -0.67
Br -1.37 -1.32 0.94
H 0.50 -0.63 -2.10
H 0.75 0.16 2.01
```

Here is one molecule with the formula BrH2OPS from the Open Molecules 2025 dataset. Energies are from the ωB97M-V functional and the def2-TZVPD basis.

Calculated values
- SMILES string: OP(S)Br
- Strongest force on any atom: 6.11 eV/Å
- Energy: -3389.97617 Ha
- ΔE to the lowest compared entry with this formula, charge and spin: 150.72 kJ/mol
- Charge: 0

Geometry as XYZ:
```
6
BrH2OPS, DFT the ωB97M-V functional and the def2-TZVPD basis
O 0.22 -1.22 1.15
P 0.78 0.23 -0.31
S -1.29 0.92 -0.70
Br 1.62 1.51 1.27
H -0.08 -1.80 0.53
H -1.26 0.36 -1.94
```

Here is a 2-piece molecular cluster, BrH3N2 overall from the Open Molecules 2025 dataset. Energies are from the ωB97M-V functional and the def2-TZVPD basis.

Calculated values
- Strongest force on any atom: 2.86 eV/Å
- Energy: -2685.16670 Ha
- ΔE to the lowest compared entry with this formula, charge and spin: 230.94 kJ/mol
- Charge: 0

Geometry as XYZ:
```
6
BrH3N2, DFT the ωB97M-V functional and the def2-TZVPD basis
N 0.19 0.28 0.43
N 3.31 -0.50 -1.39
Br 4.04 -0.07 0.05
H -0.15 1.27 0.59
H -0.25 0.03 -0.48
H -0.54 -0.18 1.01
```

Here is a 5-piece molecular cluster, BrH8O4 overall from the Open Molecules 2025 dataset. Energies are from the ωB97M-V functional and the def2-TZVPD basis.

Calculated values
- Strongest force on any atom: 0.37 eV/Å
- Energy: -2879.89295 Ha
- ΔE to the lowest compared entry with this formula, charge and spin: 9.50 kJ/mol
- Charge: -1

Geometry as XYZ:
```
13
BrH8O4, DFT the ωB97M-V functional and the def2-TZVPD basis
Br 0.15 -0.36 -0.42
O 0.75 3.12 -0.37
H 0.41 2.36 -0.85
H 0.30 3.06 0.48
O -2.82 0.36 0.96
H -2.93 1.30 0.80
H -1.88 0.19 0.73
O 3.26 -0.21 1.01
H 2.29 -0.13 0.91
H 3.54 -0.46 0.13
O -1.11 -3.27 -1.47
H -1.04 -2.31 -1.30
H -0.92 -3.65 -0.60
```

Here is BrHgPb as an isolated structure from the Open Molecules 2025 dataset. Energies are from the ωB97M-V functional and the def2-TZVPD basis.

Calculated values
- Strongest force on any atom: 1.74 eV/Å
- Energy: -2918.91980 Ha
- ΔE to the lowest compared entry with this formula, charge and spin: 3.87 kJ/mol
- Charge: +3

Geometry as XYZ:
```
3
BrHgPb, DFT the ωB97M-V functional and the def2-TZVPD basis
Hg -0.84 -0.62 2.04
Pb -0.01 -0.06 -2.38
Br 0.84 0.68 0.34
```

Here is a 2-piece molecular cluster, BrIO2S2 overall from the Open Molecules 2025 dataset. Energies are from the ωB97M-V functional and the def2-TZVPD basis.

Calculated values
- Strongest force on any atom: 2.08 eV/Å
- Energy: -3818.49882 Ha
- ΔE to the lowest compared entry with this formula, charge and spin: 56.78 kJ/mol
- Charge: 0

Geometry as XYZ:
```
6
BrIO2S2, DFT the ωB97M-V functional and the def2-TZVPD basis
O 0.33 0.01 -1.98
O -0.51 -0.69 3.23
S 0.08 1.41 -2.22
S -0.27 -0.91 1.83
Br 1.34 0.55 1.39
I 1.87 2.43 -3.65
```

Here is BrMn2 as an isolated structure from the Open Molecules 2025 dataset. Energies are from the ωB97M-V functional and the def2-TZVPD basis.

Calculated values
- Strongest force on any atom: 0.37 eV/Å
- Multiplicity: 11
- Energy: -4874.66384 Ha
- ΔE to the lowest compared entry with this formula, charge and spin: 3.96 kJ/mol
- Charge: +3

Geometry as XYZ:
```
3
BrMn2, DFT the ωB97M-V functional and the def2-TZVPD basis
Mn -15.55 -1.02 -30.24
Mn -17.24 2.20 -26.57
Br -16.25 0.72 -28.46
```

Here is BrNO3 as an isolated structure from the Open Molecules 2025 dataset. Energies are from the ωB97M-V functional and the def2-TZVPD basis.

Calculated values
- Strongest force on any atom: 6.29 eV/Å
- Energy: -2854.19929 Ha
- ΔE to the lowest compared entry with this formula, charge and spin: 259.20 kJ/mol
- Charge: 0

Geometry as XYZ:
```
5
BrNO3, DFT the ωB97M-V functional and the def2-TZVPD basis
N 0.59 0.31 0.00
O -0.20 1.08 0.15
O 1.57 -0.29 -0.20
O -1.51 -1.19 0.23
Br -2.52 0.13 -0.02
```

Here is a 2-piece molecular cluster, BrNO5S overall from the Open Molecules 2025 dataset. Energies are from the ωB97M-V functional and the def2-TZVPD basis.

Calculated values
- Strongest force on any atom: 6.12 eV/Å
- Energy: -3402.93970 Ha
- ΔE to the lowest compared entry with this formula, charge and spin: 48.40 kJ/mol
- Charge: 0

Geometry as XYZ:
```
8
BrNO5S, DFT the ωB97M-V functional and the def2-TZVPD basis
N 1.85 0.63 -0.57
O 2.92 0.51 -0.22
O 1.17 1.50 -0.75
O -3.41 -0.81 1.78
O -1.21 -0.32 0.84
O 1.32 -0.75 -0.87
S -2.40 0.20 1.43
Br -0.24 -0.97 -1.63
```

Here is a 2-piece molecular cluster, BrO2S2 overall from the Open Molecules 2025 dataset. Energies are from the ωB97M-V functional and the def2-TZVPD basis.

Calculated values
- Strongest force on any atom: 3.60 eV/Å
- Energy: -3520.89369 Ha
- ΔE to the lowest compared entry with this formula, charge and spin: 118.94 kJ/mol
- Charge: -1

Geometry as XYZ:
```
5
BrO2S2, DFT the ωB97M-V functional and the def2-TZVPD basis
O 1.48 0.69 -0.15
O 0.67 -1.19 -1.41
S -1.33 1.03 -0.75
S 0.32 -0.13 -0.49
Br -1.14 -0.40 2.80
```

Here is BrTi2 as an isolated structure from the Open Molecules 2025 dataset. Energies are from the ωB97M-V functional and the def2-TZVPD basis.

Calculated values
- Strongest force on any atom: 1.13 eV/Å
- Multiplicity: 7
- Energy: -4272.52716 Ha
- ΔE to the lowest compared entry with this formula, charge and spin: 20.41 kJ/mol
- Charge: +1

Geometry as XYZ:
```
3
BrTi2, DFT the ωB97M-V functional and the def2-TZVPD basis
Ti 26.98 10.94 24.70
Ti 25.11 7.56 27.35
Br 27.48 8.66 26.28
```

Here is C10Cl8N2ReS2Si as an isolated structure from the Open Molecules 2025 dataset. Energies are from the ωB97M-V functional and the def2-TZVPD basis.

Calculated values
- Strongest force on any atom: 2.86 eV/Å
- Multiplicity: 2
- Energy: -5336.34949 Ha
- Charge: 0

Geometry as XYZ:
```
24
C10Cl8N2ReS2Si, DFT the ωB97M-V functional and the def2-TZVPD basis
Re 0.98 0.25 0.45
S 0.34 2.47 1.19
C -0.69 3.06 -0.04
C -1.21 4.36 0.14
N -1.61 5.42 0.30
C -1.05 2.34 -1.17
S -0.51 0.75 -1.54
C -1.88 2.93 -2.14
N -2.53 3.42 -2.94
Cl -1.04 -0.77 1.43
C -0.34 -2.18 0.72
C 0.82 -1.84 0.03
C 1.52 -2.88 -0.56
Cl 2.98 -2.55 -1.41
C 1.07 -4.20 -0.45
Cl 1.96 -5.47 -1.19
C -0.09 -4.49 0.26
Cl -0.61 -6.12 0.42
C -0.83 -3.46 0.86
Cl -2.27 -3.79 1.72
Cl 2.05 -0.08 2.42
Si 2.92 0.61 -0.84
Cl 2.99 0.75 -2.84
Cl 4.78 0.89 -0.15
```